Here is 2 unconnected molecules or ions with the total composition C3H13NSi2 in a non-equilibrium geometry from OMol25. Energies are from ωB97M-V/def2-TZVPD.

The geometry in XYZ format:
```
19
Properties=species:S:1:pos:R:3:forces:R:3
C -1.669959 -1.845336 1.481012 -1.082 -0.299 -3.549
C 0.583594 -0.823745 1.462943 -1.569 1.694 -2.552
C 2.328666 1.637155 -0.732623 0.816 2.257 -0.740
N -0.793396 -0.913650 0.800886 0.133 1.169 -0.064
Si 1.575170 2.100532 -2.238507 -0.613 1.356 1.406
Si -1.526168 -0.117133 -0.578826 3.234 -0.925 0.595
H -2.694308 -1.762935 0.970370 1.094 0.032 1.412
H -1.393738 -2.857574 1.180474 0.242 -0.442 0.788
H -1.673683 -1.658055 2.505869 -0.376 -0.086 1.895
H 1.137544 0.156212 1.140334 -1.230 -1.680 0.954
H 0.277658 -0.898682 2.498985 1.087 0.092 0.459
H 1.173716 -1.639839 1.055434 0.265 -0.309 0.557
H 2.502733 2.591735 -0.090245 -0.402 -1.824 -0.938
H 3.188191 0.963046 -0.732087 -0.548 -0.259 0.362
H 1.078434 1.441158 -3.426835 0.280 -0.767 -0.323
H -1.553016 1.314914 -0.614395 -0.170 1.057 0.201
H 0.846063 3.449201 -2.285829 0.469 -0.763 0.242
H -2.822307 -0.654474 -0.733712 -1.191 -0.445 -0.271
H -0.565192 -0.482531 -1.663250 -0.441 0.144 -0.433
```
Positions in Å, forces in eV/Å.

Summary:
Kohn-Sham gap ... 8.2 eV
Relative energy (zero: lowest compared OMol25 entry of this formula, charge and spin) ... 477.26 kJ/mol
HOMO ... -8.1599 eV
E_tot ... -20563.1961 eV

---

Here is a molecular structure, C3H4N2O in a non-equilibrium geometry from OMol25. Energies are from ωB97M-V/def2-TZVPD.

The geometry in XYZ format:
```
10
Properties=species:S:1:pos:R:3:forces:R:3
C 1.423606 -0.143378 0.017825 1.003 -2.008 0.421
C -0.086286 -0.164202 -0.149328 4.290 -0.692 -0.100
C -0.852250 0.883118 -0.095179 -3.305 1.101 0.297
H 1.826757 0.850678 -0.627326 -0.511 -3.101 2.197
H 1.573263 -0.154700 1.307900 0.191 0.346 -4.110
H 1.879753 -1.405320 -0.412968 -1.191 4.469 1.259
H -0.750664 1.922606 0.049266 0.528 0.840 -0.242
N -2.026635 -0.977508 0.045301 -1.795 0.643 -0.892
N -0.849702 -1.283108 -0.120596 0.143 -0.535 0.711
O -2.137845 0.471812 -0.014899 0.646 -1.062 0.459
```
Positions in Å, forces in eV/Å.

Summary:
Kohn-Sham gap ... 10.8 eV
Relative energy (zero: lowest compared OMol25 entry of this formula, charge and spin) ... 445.72 kJ/mol
HOMO ... -10.0320 eV
E_tot ... -8199.2659 eV

---

Here is a molecular structure, C12H28F6N2O4SbTi in a non-equilibrium geometry from OMol25. Energies are from ωB97M-V/def2-TZVPD.

The geometry in XYZ format:
```
54
Properties=species:S:1:pos:R:3:forces:R:3
Ti -1.512585 -0.032220 -0.852170 -0.575 -1.221 0.811
C -0.581337 -1.644705 2.109581 -0.137 -0.071 -0.033
C -1.937845 -0.981642 2.218166 0.440 -0.060 0.062
O -2.530645 -1.132818 0.922611 -0.177 0.081 -0.084
C -3.938134 -0.846519 0.874446 -0.121 0.021 -0.139
C -4.385396 -1.364854 -0.473444 -0.066 -0.038 0.405
O -3.401370 -0.927220 -1.432713 -0.139 -0.238 -0.026
C -3.143100 -1.846453 -2.508581 0.332 -0.097 -0.381
C -1.952323 -2.739261 -2.149278 -0.460 -0.091 0.002
O -1.002920 -1.970775 -1.371350 0.078 -0.433 -0.315
C 0.025160 -2.799025 -0.785868 0.202 -0.045 0.490
C 0.854967 -1.945389 0.162671 -0.107 0.141 -0.181
O 0.021930 -1.087592 0.941485 -0.195 -0.122 0.016
H -0.696682 -2.726574 2.011782 0.007 0.003 -0.015
H 0.032064 -1.423936 2.984936 -0.006 -0.053 0.007
H -1.835066 0.079985 2.461163 -0.111 0.005 -0.027
H -2.542858 -1.474997 2.979632 -0.074 0.039 -0.048
H -4.108295 0.227180 0.971440 0.078 -0.004 0.040
H -4.459558 -1.366622 1.678672 0.018 -0.031 -0.018
H -5.362157 -0.961615 -0.738790 0.023 -0.033 -0.101
H -4.426409 -2.454605 -0.456490 0.054 0.003 -0.102
H -2.924876 -1.246812 -3.386704 -0.049 0.050 0.039
H -4.015412 -2.462796 -2.720840 -0.049 0.059 0.087
H -1.475006 -3.105550 -3.058746 0.051 0.008 0.036
H -2.270874 -3.591819 -1.544972 0.092 0.038 0.076
H 0.667680 -3.204584 -1.568653 -0.095 -0.003 -0.064
H -0.456963 -3.623240 -0.255023 -0.114 0.031 -0.077
H 1.487933 -1.275905 -0.415528 0.110 -0.067 0.064
H 1.477897 -2.583540 0.791295 -0.001 0.003 -0.007
F -2.221200 1.306267 -0.007247 -0.402 0.650 0.381
Sb -0.713273 3.178804 -2.649524 0.928 -0.354 -0.276
F -1.376591 2.765610 -4.500607 0.322 0.387 1.275
F -1.617026 0.393887 -2.537099 -0.113 0.201 -0.497
F 0.825942 2.046448 -2.810229 -0.437 0.364 -0.153
F 0.109423 0.575438 -0.774439 1.102 0.492 -0.224
F -0.051587 3.453799 -0.727871 -0.594 0.017 -0.962
C 4.221854 1.911464 -0.544820 -0.272 0.133 -0.151
C 3.532470 2.001052 0.810747 0.635 -0.056 0.478
C 3.715978 3.381095 1.455442 -0.223 -0.015 -0.096
C 4.076751 0.912330 1.751014 -0.229 -0.005 -0.111
N 2.106045 1.747816 0.576655 0.036 0.134 -0.289
N 1.171257 1.957707 1.476303 0.091 0.153 -0.067
H 5.290196 2.074471 -0.424172 0.000 -0.015 0.047
H 3.838003 2.668610 -1.230797 0.036 0.009 -0.015
H 4.080283 0.927602 -0.996384 0.004 -0.010 0.008
H 4.751107 3.695682 1.343223 0.012 -0.025 -0.007
H 3.508256 3.361262 2.527220 -0.052 0.019 0.000
H 3.077337 4.122096 0.972111 0.084 0.074 -0.007
H 5.118465 1.127304 1.981420 0.006 0.005 -0.004
H 4.020336 -0.066899 1.274580 0.034 -0.027 0.034
H 3.514089 0.886508 2.684971 0.041 -0.003 0.033
H 1.781146 1.485107 -0.349839 -0.125 -0.032 0.056
H 0.224260 1.973167 1.110333 0.131 0.112 -0.032
H 1.408656 2.627279 2.200279 -0.021 -0.079 0.063
```
Positions in Å, forces in eV/Å.

Summary:
Net charge ... +2
Multiplicity ... 4
Kohn-Sham gap (alpha / beta) ... 6.7 / 7.6 eV
Relative energy (zero: lowest compared OMol25 entry of this formula, charge and spin) ... 68.01 kJ/mol
HOMO (alpha / beta) ... -13.5469 / -17.1793 eV
E_tot ... -70013.2292 eV

---

Here is 8 unconnected molecules or ions with the total composition C10H35N8O8 in a non-equilibrium geometry from OMol25. Energies are from ωB97M-V/def2-TZVPD.

The geometry in XYZ format:
```
61
Properties=species:S:1:pos:R:3:forces:R:3
O 7.436656 13.686483 30.077417 -0.132 0.237 -0.265
H 8.019209 14.442763 29.951079 0.058 -0.066 -0.127
C 9.545588 14.865815 33.452683 -0.092 -0.298 -0.040
O 9.435802 15.254876 34.606695 0.232 0.040 -0.021
N 8.556584 15.003640 32.527233 -1.335 0.648 -0.460
N 10.636622 14.217476 32.949976 0.081 -0.091 -0.399
H 7.629037 15.329227 32.784396 0.397 0.118 0.811
H 8.512291 14.669040 31.579780 0.867 -0.506 0.289
H 11.467443 14.097404 33.494235 -0.114 0.075 0.184
H 10.603927 13.912508 31.981309 0.280 0.030 0.199
C 7.204918 11.067174 32.986072 -0.321 0.336 -0.465
O 7.038740 9.968560 33.495621 0.227 -0.255 0.033
N 7.031514 12.234918 33.643939 -0.074 0.100 -0.108
N 7.558944 11.253577 31.670479 0.131 -0.643 -0.730
H 6.854089 12.212072 34.627713 -0.013 0.152 0.055
H 7.227671 13.093673 33.157737 0.069 0.251 0.439
H 7.641963 10.420016 31.113243 -0.011 -0.098 0.170
H 7.434825 12.102513 31.117058 0.159 0.173 0.728
C 4.208358 12.337337 28.459072 0.885 0.461 0.508
O 3.047931 12.273186 28.091766 -0.178 -0.327 -0.340
N 5.011139 13.421353 28.211032 -0.537 0.401 -0.505
N 4.856137 11.369079 29.169627 -0.466 -0.015 -0.147
H 5.866358 13.644169 28.699647 0.161 -0.412 0.141
H 4.627943 14.108716 27.587850 -0.037 0.160 0.208
H 4.383096 10.492152 29.269682 0.097 -0.032 0.320
H 5.774735 11.536774 29.542722 0.068 -0.302 -0.085
C 4.947751 15.277616 32.809775 0.114 0.154 -0.856
O 5.890685 15.297907 33.587983 -0.116 -0.134 0.198
N 3.734207 15.811846 33.126470 0.026 0.064 0.081
N 5.043169 14.807626 31.533398 0.248 -0.129 0.502
H 2.954722 15.667225 32.514696 -0.214 0.056 0.250
H 3.630934 16.122589 34.073304 -0.251 0.008 -0.013
H 4.282252 14.843898 30.881121 0.014 -0.089 -0.034
H 5.890698 14.312623 31.276780 0.026 0.023 -0.339
C 12.670146 12.534493 29.911814 0.480 -0.390 0.471
C 11.203522 12.211364 29.853642 -0.799 0.228 -0.398
O 10.485305 13.431133 30.096905 -0.038 -0.145 -0.107
H 12.990824 13.265309 29.171466 -0.247 0.039 -0.104
H 13.277752 11.634833 29.779762 -0.099 -0.018 -0.088
H 12.930905 12.926344 30.898443 -0.063 0.080 -0.031
H 10.870220 11.451142 30.567857 0.377 0.070 0.254
H 10.884570 11.814804 28.884959 0.255 0.088 -0.118
H 9.544142 13.257697 29.929047 0.091 -0.083 0.097
C 7.620763 17.249325 26.766891 0.752 0.325 -0.407
C 7.832985 16.167675 27.798423 -0.588 -0.519 0.050
O 6.669201 16.087765 28.610579 -0.325 0.026 -0.078
H 8.578635 17.493977 26.291793 0.026 0.093 0.224
H 7.217121 18.159923 27.207087 -0.057 -0.034 0.030
H 7.006895 16.932697 25.922866 -0.381 -0.122 0.325
H 8.697535 16.331350 28.449036 0.182 0.219 -0.255
H 7.975767 15.224749 27.254097 0.178 -0.058 0.199
H 6.711509 15.293584 29.174310 0.120 0.197 -0.109
C 8.708035 10.896213 26.358736 -0.111 0.395 0.259
C 7.948675 11.912275 27.191470 -0.002 0.470 0.304
O 8.205390 11.686777 28.559036 0.268 -0.381 0.351
H 8.348554 11.006607 25.334520 0.183 -0.406 -0.103
H 8.567159 9.893814 26.762008 -0.283 -0.067 -0.233
H 9.781513 11.088470 26.399908 -0.005 0.115 -0.084
H 6.869832 11.892134 26.997236 0.027 -0.295 -0.085
H 8.263689 12.926602 26.902173 0.090 -0.041 0.008
H 7.954912 12.459126 29.141479 -0.283 0.127 -0.554
```
Positions in Å, forces in eV/Å.

Summary:
Net charge ... -1
Kohn-Sham gap ... 9.4 eV
HOMO ... -6.6016 eV
E_tot ... -39245.2842 eV